Record 1
{"formula": "C30H72O18S9", "method": "ωB97M-V with the def2-TZVPD basis set", "elements": ["C", "C", "C", "O", "C", "O", "O", "H", "H", "H", "H", "H", "H", "C", "C", "C", "O", "C", "O", "O", "H", "H", "H", "H", "H", "H", "C", "C", "C", "O", "C", "O", "O", "H", "H", "H", "H", "H", "H", "C", "S", "O", "C", "H", "H", "H", "H", "H", "H", "C", "S", "O", "C", "H", "H", "H", "H", "H", "H", "C", "S", "O", "C", "H", "H", "H", "H", "H", "H", "C", "S", "O", "C", "H", "H", "H", "H", "H", "H", "C", "S", "O", "C", "H", "H", "H", "H", "H", "H", "C", "S", "O", "C", "H", "H", "H", "H", "H", "H", "C", "S", "O", "C", "H", "H", "H", "H", "H", "H", "C", "S", "O", "C", "H", "H", "H", "H", "H", "H", "C", "S", "O", "C", "H", "H", "H", "H", "H", "H"], "xyz": [[35.26, -12.70, 6.45], [34.67, -11.66, 5.48], [34.65, -10.17, 5.75], [35.33, -9.72, 4.57], [35.52, -10.68, 3.63], [36.06, -10.47, 2.51], [35.21, -11.88, 4.17], [36.25, -12.37, 6.73], [35.36, -13.69, 6.00], [34.76, -12.99, 7.37], [33.61, -11.87, 5.62], [35.28, -10.09, 6.64], [33.64, -9.90, 6.04], [32.24, -10.89, 8.24], [31.65, -10.31, 9.60], [30.27, -10.64, 9.85], [30.27, -11.52, 11.01], [31.55, -11.63, 11.45], [31.94, -12.14, 12.52], [32.40, -10.82, 10.64], [31.61, -10.70, 7.37], [32.37, -11.97, 8.34], [33.25, -10.54, 8.04], [31.83, -9.25, 9.78], [29.82, -11.20, 9.03], [29.74, -9.70, 10.01], [36.52, -16.08, 4.51], [36.87, -17.50, 4.08], [37.86, -18.04, 5.16], [37.24, -19.29, 5.56], [36.19, -19.56, 4.83], [35.59, -20.61, 4.86], [35.89, -18.47, 3.99], [37.48, -15.58, 4.39], [36.15, -16.03, 5.54], [35.72, -15.58, 3.96], [37.50, -17.41, 3.20], [38.03, -17.30, 5.95], [38.76, -18.42, 4.68], [34.28, -13.67, 10.48], [33.49, -14.53, 8.99], [34.50, -15.62, 8.67], [31.91, -15.24, 9.67], [34.69, -12.68, 10.32], [35.03, -14.34, 10.90], [33.48, -13.50, 11.20], [31.25, -14.52, 10.16], [32.01, -16.09, 10.34], [31.39, -15.60, 8.78], [35.75, -5.36, 0.22], [35.66, -5.62, 2.04], [34.22, -5.11, 2.42], [35.76, -7.43, 1.99], [35.78, -4.35, -0.19], [34.89, -5.78, -0.30], [36.69, -5.79, -0.13], [34.87, -7.73, 1.45], [35.90, -7.71, 3.04], [36.61, -7.82, 1.42], [31.80, -8.89, 3.56], [31.29, -8.38, 1.88], [32.42, -8.58, 0.84], [30.21, -9.84, 1.58], [31.23, -8.39, 4.35], [32.73, -8.39, 3.82], [31.91, -9.93, 3.85], [31.01, -10.47, 1.19], [29.47, -9.67, 0.79], [29.74, -10.13, 2.52], [34.89, -12.57, -0.11], [34.00, -14.03, 0.50], [34.77, -14.81, 1.59], [32.74, -13.00, 1.46], [35.78, -12.75, -0.72], [34.97, -11.83, 0.69], [34.30, -12.10, -0.90], [32.07, -13.67, 2.01], [32.25, -12.31, 0.78], [33.10, -12.41, 2.30], [37.75, -8.86, 9.21], [36.93, -8.81, 10.86], [35.40, -8.94, 10.67], [37.70, -10.26, 11.73], [38.15, -7.96, 8.73], [37.05, -9.19, 8.44], [38.60, -9.54, 9.17], [37.43, -10.38, 12.78], [38.77, -10.38, 11.57], [37.22, -11.21, 11.46], [32.58, -5.08, 5.49], [32.65, -6.31, 6.89], [32.09, -7.64, 6.43], [34.49, -6.61, 7.05], [31.67, -5.28, 4.92], [33.35, -5.43, 4.80], [32.65, -4.02, 5.72], [34.99, -5.66, 7.26], [34.90, -6.86, 6.08], [34.58, -7.47, 7.72], [32.17, -14.76, 5.34], [32.43, -16.54, 5.35], [30.99, -16.94, 5.47], [32.64, -16.76, 3.52], [33.06, -14.32, 5.78], [31.39, -14.57, 6.07], [32.23, -14.35, 4.33], [33.15, -17.72, 3.53], [33.07, -15.95, 2.93], [31.67, -17.02, 3.12], [37.48, -14.35, 8.26], [37.80, -13.14, 9.62], [37.64, -11.76, 9.04], [39.62, -13.23, 9.91], [38.22, -15.14, 8.40], [37.60, -13.94, 7.26], [36.45, -14.64, 8.49], [40.02, -12.44, 10.54], [39.98, -13.18, 8.88], [39.93, -14.22, 10.25], [38.96, -10.08, 0.35], [39.40, -8.62, -0.67], [38.41, -7.48, -0.59], [40.84, -8.09, 0.36], [38.02, -10.48, -0.04], [38.63, -9.72, 1.33], [39.55, -10.98, 0.17], [41.23, -7.09, 0.17], [41.62, -8.82, 0.16], [40.77, -8.18, 1.44]], "mulliken_charge": [-1.30, 1.43, 0.41, -0.28, 0.22, -0.51, -0.16, 0.66, 0.17, -0.51, -0.12, -0.21, -0.07, -0.49, 0.48, -0.57, -0.33, 0.53, -0.59, -0.14, 0.51, -0.12, -0.17, 0.26, 0.30, 0.31, -0.98, 0.50, -0.35, -0.34, 0.55, -0.55, -0.32, 0.43, 0.16, 0.15, 0.24, 0.17, 0.33, -1.22, 0.93, -0.72, -1.04, 0.19, 0.50, 0.43, 0.28, 0.41, 0.33, -0.84, 0.37, -0.62, -0.14, 0.39, 0.28, 0.26, 0.17, 0.00, 0.15, -0.81, 0.40, -0.59, -0.39, 0.52, 0.12, 0.31, -0.18, 0.38, 0.34, -0.62, 0.24, -0.48, -0.82, 0.40, -0.10, 0.48, 0.49, 0.27, 0.05, -0.21, 0.59, -0.17, -0.47, 0.46, -0.19, 0.26, 0.43, 0.39, -0.08, -0.64, 0.37, -0.52, -0.48, 0.31, 0.05, 0.37, 0.48, 0.04, 0.05, 0.12, 0.76, -0.76, -0.64, -0.44, 0.42, -0.07, 0.31, -0.08, 0.39, -0.60, 0.51, -0.48, -1.12, 0.63, 0.29, -0.10, 0.26, 0.34, 0.41, -0.75, 0.37, -0.55, -0.99, 0.19, 0.19, 0.49, 0.34, 0.38, 0.31], "multiplicity": 2, "homo_ev": [-10.02, -10.02], "homo_lumo_gap_ev": [6.350, 1.924], "s_squared": 0.758, "charge": 1}

Record 2
{"formula": "C30H73AsF6NO18P3S3", "method": "ωB97M-V with the def2-TZVPD basis set", "elements": ["N", "H", "H", "H", "H", "As", "F", "F", "F", "F", "F", "F", "C", "C", "C", "S", "O", "O", "C", "H", "H", "H", "H", "H", "H", "H", "H", "C", "C", "C", "S", "O", "O", "C", "H", "H", "H", "H", "H", "H", "H", "H", "C", "C", "C", "S", "O", "O", "C", "H", "H", "H", "H", "H", "H", "H", "H", "C", "C", "O", "P", "O", "O", "C", "C", "O", "C", "C", "H", "H", "H", "H", "H", "H", "H", "H", "H", "H", "H", "H", "H", "H", "H", "C", "C", "O", "P", "O", "O", "C", "C", "O", "C", "C", "H", "H", "H", "H", "H", "H", "H", "H", "H", "H", "H", "H", "H", "H", "H", "C", "C", "O", "P", "O", "O", "C", "C", "O", "C", "C", "H", "H", "H", "H", "H", "H", "H", "H", "H", "H", "H", "H", "H", "H", "H"], "xyz": [[-25.92, 25.91, -10.69], [-25.59, 25.58, -11.59], [-25.08, 26.29, -10.27], [-26.30, 25.14, -10.16], [-26.63, 26.60, -10.90], [-27.46, 23.25, -13.03], [-28.46, 21.84, -12.79], [-27.64, 23.60, -11.17], [-26.54, 24.81, -13.19], [-27.28, 22.84, -14.72], [-28.99, 24.13, -13.40], [-25.97, 22.29, -12.63], [-20.42, 22.89, -12.20], [-21.37, 22.24, -13.18], [-22.49, 21.64, -12.30], [-22.90, 23.03, -11.04], [-23.21, 22.50, -9.72], [-23.86, 23.98, -11.62], [-21.22, 23.78, -11.18], [-19.63, 23.31, -12.83], [-19.78, 22.20, -11.65], [-20.90, 21.46, -13.78], [-21.84, 22.85, -13.96], [-22.09, 20.82, -11.70], [-23.43, 21.25, -12.69], [-20.84, 24.01, -10.18], [-21.38, 24.76, -11.63], [-27.29, 20.18, -9.50], [-28.64, 20.88, -9.23], [-28.44, 22.09, -8.32], [-26.64, 22.37, -8.03], [-26.32, 21.82, -6.72], [-26.28, 23.75, -8.38], [-26.16, 21.21, -9.40], [-27.30, 19.72, -10.48], [-26.99, 19.39, -8.81], [-29.39, 20.24, -8.77], [-29.21, 21.21, -10.10], [-29.08, 22.11, -7.43], [-28.91, 22.88, -8.89], [-25.18, 20.86, -9.06], [-26.13, 21.76, -10.34], [-24.36, 23.83, -15.59], [-24.11, 22.76, -16.57], [-22.59, 22.63, -16.76], [-21.87, 24.35, -16.55], [-21.57, 24.86, -17.89], [-20.87, 24.17, -15.49], [-23.48, 25.05, -15.87], [-24.08, 23.46, -14.61], [-25.42, 24.03, -15.49], [-24.52, 23.04, -17.54], [-24.54, 21.77, -16.40], [-22.19, 22.09, -17.62], [-22.18, 22.05, -15.94], [-23.82, 25.68, -16.70], [-23.29, 25.73, -15.04], [-31.41, 20.65, -21.36], [-30.22, 19.80, -21.78], [-29.06, 20.59, -21.59], [-27.68, 19.91, -20.99], [-27.85, 18.91, -19.88], [-26.86, 21.21, -20.54], [-26.59, 21.43, -19.14], [-27.63, 22.38, -18.60], [-26.92, 19.46, -22.37], [-25.57, 19.08, -22.35], [-25.22, 18.34, -23.56], [-31.22, 21.65, -21.73], [-32.41, 20.35, -21.67], [-31.50, 20.77, -20.28], [-30.24, 18.89, -21.19], [-30.16, 19.50, -22.83], [-26.29, 20.57, -18.55], [-25.69, 22.05, -19.17], [-27.49, 22.59, -17.54], [-27.50, 23.32, -19.14], [-28.63, 21.96, -18.76], [-25.04, 20.03, -22.35], [-25.25, 18.53, -21.46], [-25.67, 17.35, -23.48], [-25.62, 18.90, -24.41], [-24.21, 18.00, -23.76], [-29.74, 25.22, -10.10], [-30.52, 26.45, -10.63], [-30.33, 27.54, -9.77], [-29.11, 28.59, -10.02], [-27.79, 27.93, -10.22], [-29.62, 29.47, -11.32], [-29.45, 28.96, -12.63], [-29.04, 30.11, -13.50], [-29.16, 29.65, -8.77], [-30.31, 30.49, -8.47], [-30.22, 31.14, -7.12], [-28.71, 25.58, -9.98], [-30.10, 24.87, -9.13], [-29.85, 24.47, -10.87], [-30.02, 26.69, -11.57], [-31.54, 26.12, -10.83], [-28.65, 28.23, -12.72], [-30.29, 28.46, -13.11], [-28.27, 29.82, -14.22], [-29.90, 30.41, -14.10], [-28.64, 30.96, -12.95], [-30.32, 31.25, -9.25], [-31.20, 29.91, -8.71], [-30.54, 30.55, -6.26], [-29.26, 31.63, -6.94], [-31.00, 31.90, -7.10], [-30.64, 15.50, -18.35], [-30.29, 16.96, -17.95], [-29.23, 16.83, -17.03], [-29.11, 17.75, -15.65], [-29.83, 17.18, -14.47], [-27.50, 17.90, -15.42], [-26.92, 18.37, -14.19], [-26.06, 19.55, -14.70], [-29.57, 19.28, -16.05], [-29.90, 20.14, -14.99], [-29.99, 21.62, -15.49], [-29.78, 14.84, -18.30], [-31.41, 15.12, -17.68], [-31.07, 15.36, -19.35], [-29.97, 17.54, -18.82], [-31.22, 17.39, -17.61], [-27.59, 18.71, -13.40], [-26.39, 17.51, -13.79], [-25.52, 19.84, -13.80], [-25.41, 19.27, -15.53], [-26.67, 20.39, -15.03], [-30.90, 19.80, -14.71], [-29.30, 20.11, -14.08], [-30.43, 22.32, -14.78], [-28.98, 21.88, -15.81], [-30.50, 21.52, -16.45]], "mulliken_charge": [0.15, 0.07, 0.42, 0.01, 0.40, 2.51, -0.49, -0.57, -0.53, -0.60, -0.55, -0.38, -0.94, 0.14, -0.24, 1.05, -0.72, -0.44, -0.83, 0.42, 0.33, 0.58, -0.39, 0.51, -0.35, 0.50, 0.30, -0.53, -0.58, 0.10, 0.94, -0.71, -0.66, 0.06, 0.06, 0.38, 0.48, 0.07, 0.55, -0.49, 0.74, -0.54, 0.78, 0.14, -0.69, 1.04, -0.67, -0.56, -1.09, -0.70, 0.21, -0.10, 0.06, 0.55, 0.14, 0.49, 0.46, -1.19, -0.07, -0.29, 0.85, -0.50, -0.42, -0.05, -0.53, -0.36, -0.01, -1.38, 0.30, 0.39, 0.23, 0.16, 0.34, 0.42, 0.01, -0.08, 0.36, 0.28, 0.26, 0.32, 0.32, 0.30, 0.39, -0.44, -0.29, -0.25, 0.67, -0.79, -0.29, 0.28, -1.31, -0.32, -0.09, -1.26, -0.05, 0.30, 0.20, 0.03, 0.44, 0.01, 0.32, 0.35, 0.31, 0.32, 0.24, 0.33, 0.33, 0.30, 0.38, -1.36, 0.36, -0.22, 0.54, -0.78, -0.29, -0.74, -0.13, 0.09, -0.10, -0.81, 0.32, 0.34, 0.38, -0.05, 0.30, 0.29, 0.45, 0.01, 0.47, -0.12, 0.35, 0.08, 0.33, -0.23, 0.43], "homo_ev": -9.87, "homo_lumo_gap_ev": 9.760, "charge": 0, "de_lowest_ev": 4.587}

Number 1: DFT total energy -166628.4568 eV. Number 2: DFT total energy -208163.1710 eV.